Entry 1:
Entry from the OMol25 dataset: C3H8N2OS in the gas phase in a non-equilibrium geometry (ωB97M-V with the def2-TZVPD basis set).

Geometry as ORCA input:
```
! RIJCOSX wB97M-V def2-TZVPD def2/J DEFGRID3
* xyz 0 1
N 1.009 0.263 1.240
H 0.319 2.082 -1.196
H 0.296 -0.416 1.380
S -0.664 -2.136 0.201
O 1.645 2.326 0.633
H -2.074 -0.154 0.012
H 0.390 -0.313 -1.713
H 1.830 0.289 1.802
C -1.484 -0.745 -0.666
H -2.032 -1.237 -1.472
C -0.481 0.226 -1.313
C 0.912 1.372 0.464
H -1.797 -2.682 0.666
H -1.018 0.662 -2.159
N -0.059 1.421 -0.533
*
```

As for the energy above the lowest of the compared OMol25 structures with the same formula, charge and spin: 0.4092 eV. The value obtained for the largest force on an atom is 1.145 eV/A. As for the orbital gap: 0.3688 Eh. Its SMILES is NC(=O)NCCS.

---

Entry 2:
Entry from the OMol25 dataset: a molecular structure, C3H8N2OS in a non-equilibrium geometry (ωB97M-V with the def2-TZVPD basis set).

Geometry as ORCA input:
```
! RIJCOSX wB97M-V def2-TZVPD def2/J DEFGRID3
* xyz 0 1
H -2.211 -0.652 -2.054
H -2.474 -1.111 -0.252
C -0.227 0.820 -0.515
N 1.959 1.902 -0.233
C 1.105 1.053 0.170
H -1.555 -2.300 -1.049
H -0.315 1.343 -1.452
N 1.473 -0.075 1.152
O -0.356 -0.650 -0.814
S 0.234 -0.585 2.301
C -1.715 -1.120 -1.022
H 2.880 1.568 0.168
H -1.308 0.959 -0.187
H 0.319 -1.870 1.792
H 2.191 0.716 1.996
*
```

As for the energy above the lowest of the compared OMol25 structures with the same formula, charge and spin: 5.4684 eV. The value obtained for the largest force on an atom is 6.676 eV/A. As for the orbital gap: 0.3515 Eh.

---

Entry 3:
Entry from the OMol25 dataset: C3H8N2OS in the gas phase in a non-equilibrium geometry (ωB97M-V with the def2-TZVPD basis set).

Geometry as ORCA input:
```
! RIJCOSX wB97M-V def2-TZVPD def2/J DEFGRID3
* xyz 0 1
H -1.843 -0.809 0.005
H 0.000 1.351 -0.116
C 0.152 0.301 0.176
N 1.140 0.134 1.239
C -1.282 -0.087 0.595
O 1.446 -1.276 -1.073
C 0.594 -0.426 -1.104
H 1.213 1.022 1.705
N 0.035 0.045 -2.274
H -0.346 0.977 -2.250
H -1.887 0.814 0.587
H -0.278 -1.187 2.459
H 2.036 0.008 0.785
S -1.553 -0.683 2.369
H 0.573 -0.186 -3.104
*
```

As for the energy above the lowest of the compared OMol25 structures with the same formula, charge and spin: 0.8481 eV. The value obtained for the largest force on an atom is 2.077 eV/A. As for the orbital gap: 0.3440 Eh. Its SMILES is NC(=O)[C@H](N)CS.

---

Entry 4:
Entry from the OMol25 dataset: 2 unconnected molecules or ions with the total composition C3H8N2OS in a non-equilibrium geometry (ωB97M-V with the def2-TZVPD basis set).

Geometry as ORCA input:
```
! RIJCOSX wB97M-V def2-TZVPD def2/J DEFGRID3
* xyz 0 1
C -0.206 2.107 0.150
S -1.237 0.035 1.281
H -0.068 3.124 0.606
H -2.812 -0.904 0.071
H 0.309 -1.613 0.725
O 2.194 0.274 -0.846
C 1.375 -1.415 0.800
H -2.242 0.252 -0.760
H -1.312 2.081 -0.207
H 1.869 -2.222 0.185
C 1.574 -0.132 0.090
N -1.930 -0.487 -0.144
H 0.480 1.990 -0.841
N 0.055 0.955 0.938
H 1.701 -1.567 1.866
*
```

As for the energy above the lowest of the compared OMol25 structures with the same formula, charge and spin: 4.1568 eV. The value obtained for the largest force on an atom is 3.670 eV/A. As for the orbital gap: 0.3013 Eh.

---

Entry 5:
Entry from the OMol25 dataset: C3H8N2OS in the gas phase in a non-equilibrium geometry (ωB97M-V with the def2-TZVPD basis set).

Geometry as ORCA input:
```
! RIJCOSX wB97M-V def2-TZVPD def2/J DEFGRID3
* xyz 0 1
N -0.126 -0.448 1.433
H 0.233 1.949 1.521
H -1.903 1.388 0.385
H 0.343 0.587 -1.598
H -1.578 2.159 -1.165
H -1.207 -0.249 -1.408
H 0.682 -1.742 -1.291
H 0.384 -1.108 1.983
N 1.002 -1.490 -0.400
C 0.145 -0.596 0.203
C -0.457 0.354 -0.876
C -1.050 1.618 -0.321
S 0.102 2.753 0.506
H 2.170 -2.524 0.615
O 1.261 -2.651 0.412
*
```

As for the energy above the lowest of the compared OMol25 structures with the same formula, charge and spin: 2.6085 eV. The value obtained for the largest force on an atom is 2.381 eV/A. As for the orbital gap: 0.3543 Eh. Its SMILES is [H]/N=C(/CCS)NO.

---

Entry 6:
Entry from the OMol25 dataset: C3H8N2OS in the gas phase in a non-equilibrium geometry (ωB97M-V with the def2-TZVPD basis set).

Geometry as ORCA input:
```
! RIJCOSX wB97M-V def2-TZVPD def2/J DEFGRID3
* xyz 0 1
H -0.997 2.677 2.052
C -0.714 -1.080 -0.257
S -0.653 -1.234 -2.056
H -0.119 -2.016 0.072
C -0.339 1.901 1.840
H 2.860 0.952 0.966
H 0.014 1.480 2.738
N 1.127 0.304 0.060
C -0.163 0.136 0.419
O 2.039 0.247 1.163
H -1.500 -0.090 -2.419
N -0.998 0.896 0.966
H 1.500 -0.469 -0.601
H -1.790 -1.332 0.217
H 0.550 2.431 1.375
*
```

As for the energy above the lowest of the compared OMol25 structures with the same formula, charge and spin: 4.5161 eV. The value obtained for the largest force on an atom is 4.640 eV/A. As for the orbital gap: 0.3568 Eh. Its SMILES is C/N=C(/CS)NO.

---

Entry 7:
Entry from the OMol25 dataset: a molecular structure, C3H8N2OS in a non-equilibrium geometry (ωB97M-V with the def2-TZVPD basis set).

Geometry as ORCA input:
```
! RIJCOSX wB97M-V def2-TZVPD def2/J DEFGRID3
* xyz 0 1
N -0.431 -0.705 0.514
H 1.060 -1.924 1.655
H 0.056 0.751 -2.857
N 0.819 1.333 -2.335
C -0.057 -1.931 0.977
H 0.395 -2.598 0.087
H -0.885 -2.448 1.433
C 0.254 1.376 -1.012
H -0.743 1.780 -1.139
H 0.708 1.952 -0.132
O 1.095 -0.818 -1.131
H 1.700 0.935 -2.405
S -1.087 0.372 1.619
C 0.401 -0.093 -0.394
H 0.038 1.645 1.824
*
```

As for the energy above the lowest of the compared OMol25 structures with the same formula, charge and spin: 4.3593 eV. The value obtained for the largest force on an atom is 7.274 eV/A. As for the orbital gap: 0.3322 Eh.

---

Entry 8:
Entry from the OMol25 dataset: a gas-phase ion, C3H8N2OS (charge +1) in a non-equilibrium geometry (ωB97M-V with the def2-TZVPD basis set).

Geometry as ORCA input:
```
! RIJCOSX wB97M-V def2-TZVPD def2/J DEFGRID3
* xyz 1 2
H -0.525 1.264 -0.484
C 2.001 0.328 0.147
S -2.637 -0.745 -0.593
H -1.138 -0.741 1.454
H 3.015 1.056 -1.371
H -2.281 0.396 1.465
C -1.685 -0.165 0.758
H 1.486 1.442 -1.653
N 0.757 0.481 0.891
O 2.929 -0.394 0.523
H 0.027 -0.398 -0.739
H -2.497 -2.073 -0.428
N 2.098 1.166 -0.937
C -0.368 0.281 0.035
H 0.995 -0.062 1.740
*
```

As for the energy above the lowest of the compared OMol25 structures with the same formula, charge and spin: 1.7330 eV. The value obtained for the largest force on an atom is 3.186 eV/A. As for the orbital gap (spin up / spin down): 0.4299 / 0.1703 Eh.